(1)
{
  "formula": "C15H16N2O4",
  "method": "the ωB97M-V functional and the def2-TZVPD basis",
  "species": ["C", "C", "H", "H", "O", "C", "O", "C", "C", "H", "H", "H", "H", "O", "C", "N", "N", "C", "O", "C", "C", "H", "H", "C", "C", "C", "C", "C", "C", "H", "H", "H", "H", "H", "H", "H", "H"],
  "coordinates": [[1.686, 0.553, 3.774], [2.184, 0.184, 2.391], [3.257, -0.037, 2.392], [2.001, 0.992, 1.674], [1.477, -0.983, 1.956], [1.858, -1.519, 0.803], [2.780, -1.124, 0.140], [1.011, -2.747, 0.452], [1.040, -3.019, -1.048], [0.493, -3.931, -1.269], [0.594, -2.187, -1.585], [2.073, -3.126, -1.366], [1.439, -3.600, 0.995], [-0.301, -2.633, 0.984], [-0.985, -1.511, 0.709], [-0.508, -0.634, -0.116], [-1.182, 0.492, -0.378], [-2.370, 0.849, 0.258], [-2.905, 1.929, 0.084], [-2.894, -0.176, 1.148], [-2.237, -1.331, 1.370], [-2.603, -2.108, 2.022], [-3.837, 0.055, 1.620], [-0.558, 1.323, -1.344], [0.826, 1.271, -1.485], [1.455, 2.056, -2.433], [0.715, 2.896, -3.247], [-0.663, 2.937, -3.115], [-1.305, 2.153, -2.174], [-2.377, 2.193, -2.082], [-1.249, 3.580, -3.754], [1.209, 3.513, -3.983], [2.529, 2.007, -2.531], [1.405, 0.608, -0.864], [0.619, 0.758, 3.745], [2.208, 1.438, 4.125], [1.864, -0.264, 4.468]],
  "nbo_charge": [-0.62, -0.07, 0.19, 0.19, -0.51, 0.80, -0.60, 0.00, -0.64, 0.22, 0.24, 0.24, 0.22, -0.47, 0.48, -0.30, -0.24, 0.58, -0.61, -0.23, -0.21, 0.24, 0.24, 0.21, -0.25, -0.19, -0.22, -0.20, -0.23, 0.24, 0.21, 0.21, 0.22, 0.24, 0.21, 0.22, 0.21],
  "lumo_energy_ev": -0.055,
  "smiles": "CCOC(=O)[C@H](C)Oc1ccc(=O)n(-c2ccccc2)n1",
  "orbital_gap_ha": 0.3033,
  "homo_ev": -8.308,
  "e_above_lowest_kj_mol": 160.8
}


(2)
{
  "formula": "C40H53Cl2INO18P2S",
  "method": "the ωB97M-V functional and the def2-TZVPD basis",
  "species": ["C", "C", "P", "C", "P", "O", "I", "S", "C", "O", "O", "O", "C", "C", "Cl", "C", "C", "Cl", "C", "C", "C", "C", "C", "C", "C", "C", "C", "C", "C", "N", "C", "C", "C", "O", "O", "H", "H", "H", "H", "H", "H", "H", "H", "H", "H", "H", "H", "H", "H", "H", "H", "H", "H", "H", "H", "H", "H", "H", "H", "H", "H", "H", "H", "H", "H", "H", "H", "H", "H", "H", "H", "H", "H", "H", "H", "H", "C", "C", "C", "O", "C", "C", "C", "O", "O", "O", "H", "H", "H", "H", "C", "C", "C", "O", "C", "C", "C", "O", "O", "O", "H", "H", "H", "H", "C", "C", "C", "O", "C", "C", "C", "O", "O", "O", "H", "H", "H", "H"],
  "coordinates": [[3.723, 1.022, 2.774], [2.858, 0.487, 1.602], [2.532, 1.654, 0.154], [2.737, 3.235, 1.170], [1.967, -0.131, -1.248], [3.385, -0.865, -1.773], [0.950, -2.035, -0.019], [4.716, 1.742, -0.594], [5.765, 0.457, 0.078], [5.347, 2.989, -0.139], [4.771, 1.722, -2.042], [2.277, 2.466, -1.325], [1.005, 3.080, -1.465], [0.716, 3.180, -2.946], [-0.450, 2.213, -3.813], [1.461, 4.049, -3.652], [2.511, 4.940, -3.080], [1.267, 4.226, -5.378], [0.012, 2.488, -0.386], [-1.101, 1.464, -0.818], [-2.401, 1.417, 0.005], [-2.493, 0.452, 1.192], [-1.658, 0.859, 2.400], [-2.366, -1.034, 0.756], [-1.771, -1.937, 1.826], [-1.872, -3.383, 1.432], [-0.862, -4.263, 1.466], [-0.883, -5.428, 0.500], [0.324, -4.182, 2.368], [-0.650, 3.702, 0.170], [-0.485, 4.097, 1.544], [-1.310, 4.596, -0.690], [-2.625, 4.275, -1.367], [-0.844, 5.718, -0.877], [0.791, 1.780, 0.508], [3.090, 1.455, 3.542], [4.517, 1.694, 2.474], [4.215, 0.171, 3.252], [1.881, 0.291, 2.033], [3.330, -0.433, 1.279], [2.466, 4.129, 0.615], [3.728, 3.392, 1.586], [2.069, 3.117, 2.014], [3.611, -1.534, -1.117], [5.336, -0.538, 0.043], [6.677, 0.471, -0.513], [6.048, 0.675, 1.102], [1.217, 4.087, -1.113], [2.064, 5.839, -2.657], [3.186, 5.274, -3.859], [3.121, 4.429, -2.344], [-1.382, 1.536, -1.856], [-0.648, 0.481, -0.723], [-3.176, 1.061, -0.679], [-2.758, 2.382, 0.349], [-3.530, 0.528, 1.529], [-1.974, 0.332, 3.298], [-1.873, 1.904, 2.609], [-0.591, 0.684, 2.286], [-3.376, -1.412, 0.606], [-1.867, -1.125, -0.207], [-2.376, -1.782, 2.727], [-0.751, -1.691, 2.100], [-2.861, -3.711, 1.129], [-0.991, -6.397, 0.985], [0.044, -5.368, -0.067], [-1.694, -5.261, -0.201], [1.240, -4.240, 1.774], [0.366, -3.260, 2.938], [0.347, -5.026, 3.053], [0.296, 4.857, 1.662], [-0.234, 3.282, 2.208], [-1.397, 4.566, 1.919], [-3.441, 4.244, -0.650], [-2.572, 3.326, -1.890], [-2.839, 5.060, -2.080], [-7.419, -2.529, -2.975], [-6.496, -1.711, -2.446], [-6.396, -1.485, -0.962], [-5.521, -0.746, -0.559], [-7.348, -2.161, -0.095], [-8.269, -2.974, -0.626], [-8.354, -3.219, -2.106], [-9.211, -3.987, -2.507], [-9.170, -3.622, 0.105], [-5.614, -1.053, -3.181], [-7.500, -2.700, -4.039], [-7.276, -1.980, 0.968], [-9.705, -4.137, -0.528], [-5.061, -0.543, -2.557], [9.391, 5.014, 3.871], [9.187, 5.791, 2.802], [8.026, 5.573, 1.869], [7.910, 6.341, 0.934], [7.123, 4.466, 2.137], [7.332, 3.688, 3.207], [8.474, 3.920, 4.151], [8.590, 3.180, 5.113], [6.548, 2.656, 3.513], [9.983, 6.807, 2.481], [10.220, 5.163, 4.549], [6.300, 4.301, 1.448], [6.918, 2.270, 4.328], [9.598, 7.191, 1.669], [-3.351, -8.734, -2.360], [-3.842, -8.641, -3.602], [-4.670, -7.465, -4.043], [-5.065, -7.450, -5.194], [-4.954, -6.420, -3.076], [-4.465, -6.513, -1.832], [-3.618, -7.678, -1.397], [-3.200, -7.679, -0.256], [-4.687, -5.595, -0.900], [-3.640, -9.568, -4.531], [-2.754, -9.574, -2.033], [-5.562, -5.587, -3.400], [-4.215, -5.899, -0.101], [-4.101, -9.248, -5.330]],
  "mulliken_charge": [-1.36, -0.19, 0.80, -1.52, -0.09, -0.55, 0.01, 1.60, -1.10, -0.70, -0.74, -0.08, -1.43, 0.00, -0.22, 0.62, -1.10, -0.25, 1.59, -0.03, -1.39, 0.66, -2.08, -0.12, -0.36, -0.88, 0.92, -1.15, -1.24, 1.04, -1.11, 0.45, -1.10, -0.65, 0.15, 0.35, -0.06, 0.40, 0.05, 0.43, 0.15, 0.48, 0.40, 0.30, 0.23, 0.46, 0.19, 0.47, 0.26, 0.48, 0.10, 0.34, -1.23, -0.15, 0.73, 0.50, 0.65, 0.51, 0.07, -0.17, 0.25, 0.40, 0.16, 0.34, 0.36, 0.28, 0.13, 0.26, 0.32, 0.42, 0.26, 0.32, 0.25, 0.30, 0.22, 0.42, -0.99, 0.39, 0.96, -0.51, -1.14, 0.43, 1.10, -0.66, -0.60, -0.59, 0.45, 0.48, 0.36, 0.31, -1.02, 0.30, 0.92, -0.64, -0.37, -0.02, 0.80, -0.66, -0.40, -0.58, 0.41, 0.55, 0.35, 0.37, -1.09, 0.33, 1.01, -0.63, -0.98, 0.34, 1.02, -0.61, -0.52, -0.58, 0.43, 0.58, 0.36, 0.36],
  "lumo_energy_ev": -0.252,
  "orbital_gap_ha": 0.1551,
  "homo_ev": -4.471,
  "total_charge": -1
}


(3)
{
  "formula": "C28H67O11P",
  "method": "the ωB97M-V functional and the def2-TZVPD basis",
  "species": ["O", "C", "C", "C", "P", "O", "O", "O", "C", "O", "H", "H", "H", "H", "H", "H", "H", "C", "C", "O", "C", "C", "H", "H", "H", "H", "H", "H", "H", "H", "H", "H", "C", "C", "O", "C", "C", "H", "H", "H", "H", "H", "H", "H", "H", "H", "H", "C", "C", "O", "C", "C", "H", "H", "H", "H", "H", "H", "H", "H", "H", "H", "C", "C", "O", "C", "C", "H", "H", "H", "H", "H", "H", "H", "H", "H", "H", "C", "C", "O", "C", "C", "H", "H", "H", "H", "H", "H", "H", "H", "H", "H", "C", "C", "O", "C", "C", "H", "H", "H", "H", "H", "H", "H", "H", "H", "H"],
  "coordinates": [[-1.192, 4.013, 5.096], [-1.591, 3.380, 4.147], [-1.106, 2.005, 3.698], [-2.145, 1.556, 2.610], [-1.269, 1.471, 1.025], [-2.006, 0.812, -0.040], [0.092, 0.679, 1.343], [-0.791, 2.907, 0.557], [-3.179, 2.639, 2.814], [-2.533, 3.820, 3.269], [-0.156, 2.245, 3.244], [-1.043, 1.299, 4.503], [-2.553, 0.585, 2.818], [-0.106, -0.079, 1.895], [-0.423, 3.452, 1.261], [-3.718, 2.298, 3.700], [-3.964, 2.778, 2.093], [1.498, -2.937, -0.873], [0.367, -3.950, -0.810], [-0.800, -3.461, -0.183], [-1.392, -2.326, -0.804], [-1.837, -2.566, -2.234], [1.725, -2.553, 0.124], [2.397, -3.398, -1.284], [1.244, -2.083, -1.503], [0.682, -4.811, -0.219], [0.135, -4.327, -1.813], [-0.717, -1.467, -0.751], [-2.260, -2.075, -0.195], [-0.993, -2.760, -2.898], [-2.359, -1.688, -2.611], [-2.506, -3.427, -2.287], [-2.204, 2.407, -3.348], [-0.795, 2.126, -2.858], [-0.215, 0.957, -3.415], [-0.067, 0.947, -4.819], [0.823, 2.055, -5.356], [-2.843, 1.539, -3.180], [-2.625, 3.257, -2.810], [-2.231, 2.641, -4.414], [-0.826, 1.955, -1.786], [-0.145, 2.994, -3.028], [-1.048, 0.971, -5.308], [0.378, -0.020, -5.058], [0.388, 3.042, -5.193], [0.972, 1.932, -6.429], [1.796, 2.036, -4.862], [4.950, -1.488, -1.786], [5.276, -2.316, -0.554], [6.370, -3.198, -0.727], [7.610, -2.595, -1.041], [8.112, -1.626, 0.016], [4.795, -2.133, -2.650], [4.045, -0.903, -1.622], [5.755, -0.794, -2.032], [4.424, -2.950, -0.312], [5.440, -1.670, 0.316], [7.560, -2.105, -2.021], [8.317, -3.419, -1.139], [7.465, -0.752, 0.107], [9.111, -1.273, -0.242], [8.152, -2.113, 0.991], [-5.682, 6.214, -1.384], [-5.470, 5.469, -0.077], [-4.429, 4.512, -0.125], [-3.137, 5.015, -0.417], [-2.631, 6.024, 0.602], [-5.838, 5.511, -2.203], [-6.554, 6.864, -1.309], [-4.824, 6.838, -1.642], [-6.371, 4.908, 0.168], [-5.306, 6.174, 0.747], [-3.106, 5.435, -1.429], [-2.483, 4.144, -0.423], [-3.225, 6.939, 0.599], [-1.598, 6.300, 0.385], [-2.682, 5.601, 1.605], [5.198, -5.080, -3.016], [4.788, -6.376, -3.693], [5.468, -6.630, -4.908], [6.874, -6.746, -4.815], [7.342, -7.877, -3.915], [5.088, -4.241, -3.705], [4.577, -4.896, -2.139], [6.234, -5.100, -2.683], [3.730, -6.332, -3.955], [4.903, -7.222, -3.005], [7.317, -5.794, -4.498], [7.218, -6.929, -5.833], [7.072, -7.708, -2.872], [8.427, -7.972, -3.965], [6.894, -8.822, -4.225], [-6.442, 2.863, 8.101], [-6.880, 1.591, 7.396], [-6.104, 1.269, 6.256], [-4.729, 1.045, 6.489], [-4.439, -0.112, 7.429], [-6.417, 3.699, 7.400], [-7.136, 3.103, 8.907], [-5.447, 2.767, 8.537], [-7.898, 1.713, 7.027], [-6.900, 0.748, 8.095], [-4.247, 1.964, 6.844], [-4.300, 0.824, 5.509], [-4.797, 0.086, 8.440], [-3.365, -0.291, 7.488], [-4.928, -1.021, 7.077]],
  "mulliken_charge": [-0.59, 0.43, -0.64, 0.23, 0.71, -0.71, -0.56, -0.59, -0.50, -0.35, 0.33, 0.43, 0.58, 0.37, 0.35, 0.10, 0.37, 0.06, -0.67, -0.48, 0.19, -1.19, 0.24, -0.17, 0.10, 0.37, 0.32, 0.02, 0.31, 0.25, 0.39, 0.32, -0.80, 0.53, -0.22, -0.40, -1.06, 0.20, 0.06, 0.40, -0.70, 0.28, 0.34, 0.33, 0.24, 0.40, 0.28, -0.84, -0.28, -0.39, -0.35, -1.19, 0.06, 0.36, 0.40, 0.13, 0.39, 0.34, 0.40, 0.26, 0.41, 0.30, -1.10, -0.38, -0.32, 0.42, -1.31, 0.28, 0.41, 0.27, 0.36, 0.31, 0.42, -0.31, 0.38, 0.39, 0.28, -0.49, -0.67, -0.44, -0.27, -1.06, 0.23, 0.23, 0.16, 0.33, 0.36, 0.26, 0.34, 0.27, 0.39, 0.29, -1.04, -0.31, -0.42, 0.16, -1.29, 0.29, 0.39, 0.26, 0.32, 0.31, 0.30, 0.01, 0.31, 0.40, 0.33],
  "lumo_energy_ev": 0.094,
  "smiles": "O=C1C[C@H](P(=O)(O)O)CO1.CCOCC.CCOCC.CCOCC.CCOCC.CCOCC.CCOCC",
  "orbital_gap_ha": 0.3469,
  "homo_ev": -9.345
}


(4)
{
  "formula": "C2H3FIN",
  "method": "the ωB97M-V functional and the def2-TZVPD basis",
  "species": ["C", "C", "N", "F", "I", "H", "H", "H"],
  "coordinates": [[0.553, -0.236, 0.035], [-0.862, 0.166, 0.160], [-1.467, 1.316, 0.376], [-0.726, 2.507, 0.337], [1.762, -2.432, -1.580], [0.872, -0.950, 0.806], [1.284, 0.329, -0.535], [-1.418, -0.700, 0.400]],
  "nbo_charge": [-0.23, -0.07, 0.06, -0.24, -0.23, 0.24, 0.24, 0.23],
  "lumo_energy_ev": [-3.058, -3.076],
  "orbital_gap_ha": [0.2400, 0.2392],
  "homo_ev": [-9.589, -9.586],
  "e_above_lowest_kj_mol": 414.9
}


(5)
{
  "formula": "C6H10O",
  "method": "the ωB97M-V functional and the def2-TZVPD basis",
  "species": ["C", "C", "C", "C", "O", "C", "C", "H", "H", "H", "H", "H", "H", "H", "H", "H", "H"],
  "coordinates": [[-1.944, 0.842, -0.212], [-0.591, 0.482, -0.425], [0.637, 0.987, 0.347], [1.176, -0.450, 0.284], [2.505, -0.764, 0.085], [0.188, -1.415, 0.860], [0.005, -0.900, -0.551], [-2.178, 1.781, 0.276], [-2.739, 0.160, -0.490], [-1.123, 1.127, -1.408], [-0.096, 0.976, -1.907], [0.420, 1.409, 1.335], [1.247, 1.669, -0.245], [2.911, -0.901, 0.951], [0.536, -2.444, 0.900], [-0.504, -1.123, 1.648], [-0.042, -1.548, -1.417]],
  "nbo_charge": [-0.73, -0.01, -0.44, 0.25, -0.68, -0.44, -0.26, 0.22, 0.22, 0.40, -0.15, 0.21, 0.24, 0.47, 0.23, 0.22, 0.24],
  "lumo_energy_ev": 0.789,
  "orbital_gap_ha": 0.2938,
  "homo_ev": -7.205,
  "e_above_lowest_kj_mol": 622.9
}